{
  "formula": "C34H46O14",
  "method": "ωB97M-V with the def2-TZVPD basis set",
  "fmax_ev_per_a": 19.95,
  "de_lowest_kcal_mol": 0.00,
  "lumo_ev": 0.2,
  "e_homo_ha": -0.287,
  "e_tot_ha": -2375.9910,
  "symbols": ["C", "O", "H", "H", "H", "H", "C", "O", "H", "H", "H", "H", "C", "O", "H", "H", "H", "H", "C", "O", "H", "H", "H", "H", "C", "C", "C", "C", "C", "C", "O", "O", "H", "H", "H", "H", "H", "H", "C", "C", "C", "C", "C", "C", "O", "O", "H", "H", "H", "H", "H", "H", "C", "C", "C", "C", "C", "C", "O", "O", "H", "H", "H", "H", "H", "H", "C", "C", "C", "C", "C", "C", "O", "O", "H", "H", "H", "H", "H", "H", "C", "C", "C", "C", "C", "C", "O", "O", "H", "H", "H", "H", "H", "H"],
  "xyz": [[4.21, 0.62, -2.15], [3.84, 2.05, -2.06], [5.22, 0.55, -2.69], [3.41, 0.17, -3.02], [4.41, 0.26, -1.04], [4.36, 2.54, -2.68], [-2.58, 2.37, -2.89], [-1.79, 1.91, -4.01], [-2.21, 3.24, -2.62], [-2.49, 1.76, -2.06], [-3.64, 2.57, -3.41], [-1.57, 2.62, -4.65], [-4.75, -1.73, -1.51], [-6.18, -1.63, -1.29], [-4.51, -1.25, -2.47], [-4.39, -2.79, -1.72], [-4.23, -1.43, -0.59], [-6.69, -1.89, -0.44], [2.01, 5.54, -1.90], [1.00, 4.52, -2.01], [2.52, 5.76, -2.90], [2.90, 5.01, -1.21], [1.52, 6.34, -1.23], [1.06, 3.94, -1.26], [-0.77, 1.24, 0.00], [-1.43, 0.12, 0.51], [-0.78, -1.16, 0.50], [0.72, -1.21, 0.44], [1.35, -0.06, -0.10], [0.68, 1.20, -0.16], [1.48, 2.18, -0.57], [-1.49, -2.27, 0.90], [-1.29, 2.02, -0.25], [-2.44, 0.15, 0.86], [1.26, -2.06, 0.39], [2.29, -0.12, -0.35], [2.14, 2.02, -1.11], [-2.19, -2.13, 0.63], [2.54, -5.02, 1.83], [3.68, -5.22, 2.73], [3.49, -5.09, 4.15], [2.23, -4.55, 4.58], [1.17, -4.24, 3.60], [1.33, -4.67, 2.27], [0.20, -4.65, 1.32], [4.56, -5.17, 5.00], [2.71, -5.02, 0.71], [4.60, -5.35, 2.42], [1.90, -4.25, 5.42], [0.30, -3.76, 4.10], [-0.20, -3.78, 1.11], [5.48, -5.46, 4.63], [0.71, -3.57, -5.34], [0.06, -2.49, -5.87], [-0.46, -1.48, -5.00], [-0.34, -1.65, -3.65], [0.25, -2.79, -3.15], [0.75, -3.77, -4.06], [1.25, -4.90, -3.58], [-1.11, -0.35, -5.63], [1.13, -4.40, -6.01], [-0.13, -2.39, -6.94], [-0.64, -0.82, -3.08], [0.26, -2.94, -2.18], [1.44, -5.62, -4.03], [-1.38, 0.14, -4.83], [5.21, 4.17, 1.50], [5.05, 5.39, 2.07], [3.76, 5.71, 2.60], [2.71, 4.82, 2.54], [2.96, 3.49, 1.99], [4.21, 3.22, 1.46], [4.56, 2.03, 0.99], [3.51, 6.99, 3.17], [6.11, 3.82, 0.91], [5.97, 6.19, 2.10], [1.70, 4.84, 3.03], [2.20, 2.78, 1.65], [4.85, 1.75, 0.18], [2.81, 7.11, 3.69], [-5.59, 1.30, 2.95], [-4.60, 0.42, 2.63], [-4.92, -1.01, 2.67], [-6.21, -1.33, 3.08], [-7.18, -0.38, 3.34], [-6.79, 1.00, 3.37], [-7.75, 1.86, 3.56], [-4.00, -1.96, 2.40], [-5.45, 2.40, 2.70], [-3.74, 0.79, 2.33], [-6.47, -2.32, 3.15], [-8.19, -0.73, 3.59], [-7.36, 2.69, 3.08], [-4.13, -2.79, 2.85]]
}